[1]
FO3S | ωB97M-V/def2-TZVPD

total energy = -723.72123 Ha
LUMO level = 4.276 eV
E_HOMO = -4.436 eV

Geometry as ORCA input:
```
! RIJCOSX wB97M-V def2-TZVPD def2/J DEFGRID3
* xyz -1 1
O -1.4360 0.3927 0.7348
O -0.8936 -0.6182 -1.4293
O 1.0437 -0.4408 0.1005
F 1.8406 0.2603 1.0315
S -0.5547 0.4060 -0.4374
*
```



[2]
FOPS | ωB97M-V/def2-TZVPD

total energy = -914.57553 Ha
LUMO level (alpha / beta) = -2.067 / -2.116 eV
E_HOMO (alpha / beta) = -9.902 / -9.938 eV

Geometry as ORCA input:
```
! RIJCOSX wB97M-V def2-TZVPD def2/J DEFGRID3
* xyz 0 1
O 0.7604 1.1459 1.4973
F -0.5061 -1.4442 -1.4891
P -1.0048 0.2265 -0.5343
S 0.7505 0.0719 0.5261
*
```



[3]
Fe2I | ωB97M-V/def2-TZVPD

total energy = -2822.79384 Ha
LUMO level (alpha / beta) = -21.616 / -23.387 eV
E_HOMO (alpha / beta) = -30.611 / -30.256 eV

Geometry as ORCA input:
```
! RIJCOSX wB97M-V def2-TZVPD def2/J DEFGRID3
* xyz 4 10
Fe 2.0971 -0.2248 1.8478
Fe -1.7763 0.2666 -2.0178
I -0.3208 -0.0418 0.1699
*
```